[1]
A cluster of 9 separate species, C32H54O27 in total in a non-equilibrium geometry, computed with wB97M-V/def2-TZVPD.

The geometry in XYZ format:
```
113
Properties=species:S:1:pos:R:3:lowdin_charge:R:1
H 3.13 -2.08 3.19 0.072
H 1.02 -2.03 -2.98 0.056
H -4.64 1.01 -3.61 0.132
H 2.55 2.04 -5.96 0.100
H 3.49 3.29 1.36 0.077
O -4.95 1.31 4.77 0.072
H -3.79 2.48 3.54 0.134
H 4.77 -0.36 7.28 0.103
C 5.36 0.22 6.57 -0.037
H -0.07 5.85 -2.63 0.086
H 0.01 -2.73 -5.19 0.127
H 2.18 -3.01 -3.86 0.083
H -1.54 5.02 -3.08 0.099
O 0.62 -1.57 0.31 0.064
H -3.30 0.29 0.93 0.070
C -2.99 -0.89 -5.24 -0.565
C -0.72 5.63 -3.47 -0.035
C -4.10 -0.07 1.57 -0.007
H -0.52 -3.70 2.04 0.074
O 1.54 -1.70 -6.22 0.029
H -1.51 2.15 -3.39 0.069
O -0.53 4.99 2.06 0.173
C -1.31 -1.72 6.34 -0.629
H 2.35 5.94 -0.74 0.130
O -1.31 -2.68 -2.28 0.168
O -1.32 -2.88 6.06 0.121
O -0.83 -3.99 -0.50 0.071
O 5.12 -1.87 3.84 0.022
C -1.33 1.14 -3.01 0.009
O -1.83 -1.19 7.44 0.004
O -0.06 4.94 -4.52 0.020
O 1.71 5.09 2.17 0.076
H -4.05 -1.16 1.62 0.070
H -1.92 -5.66 0.17 0.156
H 3.09 6.32 1.32 0.151
H 0.00 -5.33 1.76 0.087
H 2.45 -1.58 1.23 0.097
O -2.17 -0.75 -4.18 0.034
C -0.89 -4.70 1.81 -0.009
H -1.25 -1.04 3.67 0.063
C -0.38 -1.07 4.32 -0.047
C -1.65 -3.31 -1.33 -0.548
O -2.92 -3.33 -0.87 0.071
H 0.38 -0.38 3.96 0.098
C 1.90 0.30 0.23 -0.100
H 2.58 -1.54 -0.57 0.136
H 0.84 -1.99 -10.15 0.097
C 0.65 3.89 -4.14 -0.645
H -0.38 0.81 -3.40 0.071
C -2.59 0.33 -3.31 -0.260
C -3.69 0.99 -4.14 -0.082
C 1.66 -2.06 -3.87 -0.055
C 3.87 4.28 1.59 -0.015
H 4.83 4.46 1.12 0.089
C 2.08 5.08 -0.13 -0.113
H 2.72 0.76 0.76 0.124
O -3.91 0.11 -5.24 0.067
O -0.78 -0.72 5.63 0.024
O 1.88 -1.67 -8.36 -0.001
O -1.13 -0.68 1.42 0.142
H -1.14 6.56 -3.84 0.096
H -2.66 0.51 3.13 0.129
H -1.58 -5.01 2.59 0.098
H 2.99 2.81 -4.40 0.100
H 1.85 0.66 -0.80 0.129
O 0.66 0.55 0.88 0.070
C -0.02 -0.61 0.98 -0.558
O 1.14 3.28 -5.18 0.021
C -2.49 -2.10 8.33 -0.022
C 1.75 -2.29 -9.61 -0.069
H 1.83 1.48 -4.43 0.079
H -1.83 -2.91 8.66 0.094
C 1.07 -2.12 -7.39 -0.617
H 0.15 -0.99 -4.93 0.102
C 2.79 5.28 1.22 -0.292
H 4.82 1.13 6.31 0.096
O -5.26 -0.57 5.96 0.162
H 4.08 -3.53 3.35 0.103
H -3.74 -4.30 0.82 0.142
H 2.38 4.21 -0.72 0.122
H -5.23 1.94 2.77 0.124
H 6.30 0.50 7.05 0.094
H 2.58 -2.01 -10.25 0.091
H 0.04 -2.07 4.22 0.093
O 0.83 3.59 -2.98 0.098
O -2.93 -1.76 -6.03 0.179
C -1.65 -4.65 0.50 -0.301
H 2.27 -1.16 -3.85 0.068
C 2.01 -1.24 0.30 -0.078
O -4.28 -0.64 3.93 0.078
O 5.70 -0.55 5.43 0.015
H -2.93 -0.15 -2.39 0.145
C 4.69 -0.93 4.67 -0.628
H 4.03 4.36 2.67 0.089
H -3.28 -2.60 7.76 0.098
C 4.12 -2.49 3.03 -0.038
H -2.74 -2.87 1.15 0.113
O 0.12 -2.81 -7.56 0.148
H -1.24 1.21 -1.92 0.082
H -2.91 -1.48 9.11 0.094
O 3.58 -0.46 4.72 0.117
C 0.52 5.05 1.54 -0.569
H -5.12 0.21 1.37 0.085
H 4.42 -2.48 1.99 0.092
H -3.49 2.00 -4.50 0.128
C -3.73 0.32 3.02 -0.294
C -4.88 -0.03 4.98 -0.549
C -4.46 1.61 3.47 -0.095
C 0.71 -1.92 -5.04 -0.184
O 0.70 5.00 0.19 0.064
C -2.86 -3.74 0.50 -0.100
H 1.70 -3.38 -9.52 0.098
C 2.20 2.34 -4.98 -0.017
```

Computed properties:
Net charge: 0
Energy relative to the best compared isomer or geometry (same formula, charge and spin): 0.2 kcal/mol
SMILES: C[C@H]1COC(=O)O1.C[C@H]1COC(=O)O1.C[C@H]1COC(=O)O1.C[C@H]1COC(=O)O1.CCOC(=O)OC.COC(=O)OC.COC(=O)OC.COC(=O)OC.O=C1OCCO1
E_LUMO: 0.03 eV
HOMO level: -0.3818 Ha

[2]
An isolated molecule of C4H5NS in a non-equilibrium geometry, computed with wB97M-V/def2-TZVPD.

The geometry in XYZ format:
```
11
Properties=species:S:1:pos:R:3:nbo_charge:R:1
C -0.59 -0.71 -0.54 -0.260
C 1.33 0.10 1.13 -0.296
S 2.17 0.23 -0.42 0.139
H -0.44 -1.01 -1.58 0.223
H -1.55 2.49 0.07 0.177
C -1.04 1.55 0.12 0.090
H -1.28 -1.43 -0.07 0.222
H 1.08 -1.88 0.25 0.232
C 0.79 -0.84 0.18 -0.338
H 0.72 0.97 1.41 0.214
N -1.20 0.54 -0.54 -0.402
```

Computed properties:
Net charge: 0
Energy relative to the best compared isomer or geometry (same formula, charge and spin): 112.2 kcal/mol
E_LUMO (spin up / spin down): -0.47 / 0.19 eV
HOMO level (spin up / spin down): -0.2756 / -0.3002 Ha

[3]
An isolated molecule of C6H11N, computed with wB97M-V/def2-TZVPD.

The geometry in XYZ format:
```
18
Properties=species:S:1:pos:R:3:nbo_charge:R:1
C 1.55 0.17 -1.46 -0.589
C -0.90 0.45 -1.48 0.301
H -0.07 1.74 1.81 0.205
H -1.63 1.07 1.31 0.214
H 1.10 -0.32 1.07 0.205
H 0.43 1.71 -0.47 0.240
C -0.63 0.81 1.67 -0.608
H -0.01 -2.22 0.09 0.211
C -0.66 -1.44 0.49 -0.629
H -0.73 0.33 2.64 0.215
H 2.45 0.35 -0.86 0.214
H -1.06 -1.79 1.45 0.215
H 1.65 0.70 -2.41 0.222
C 0.09 -0.11 0.68 -0.196
H -1.51 -1.33 -0.19 0.232
N -1.88 0.12 -2.00 -0.345
H 1.48 -0.90 -1.67 0.217
C 0.32 0.64 -0.68 -0.326
```

Computed properties:
Net charge: 0
Energy relative to the best compared isomer or geometry (same formula, charge and spin): 4.3 kcal/mol
SMILES: CC(C)[C@@H](C)C#N
E_LUMO: 0.95 eV
HOMO level: -0.4163 Ha

[4]
An isolated molecule of C3H5F in a non-equilibrium geometry, computed with wB97M-V/def2-TZVPD.

The geometry in XYZ format:
```
9
Properties=species:S:1:pos:R:3:nbo_charge:R:1
H 0.76 0.90 1.48 0.218
C -0.15 -0.62 0.22 -0.260
C 0.13 -0.85 -1.13 0.209
H 0.15 1.55 0.02 0.242
F 0.64 0.26 -1.80 -0.371
H -0.57 -1.43 0.83 0.216
C -0.17 0.78 0.77 -0.667
H 0.27 -1.67 -1.76 0.184
H -1.05 1.09 1.37 0.229
```

Computed properties:
Net charge: 0
Energy relative to the best compared isomer or geometry (same formula, charge and spin): 11.4 kcal/mol
SMILES: C/C=C\F
E_LUMO: 1.17 eV
HOMO level: -0.3434 Ha

[5]
An isolated molecule of C4H4O, computed with wB97M-V/def2-TZVPD.

The geometry in XYZ format:
```
9
Properties=species:S:1:pos:R:3:nbo_charge:R:1
H -2.64 -0.27 -1.43 0.225
C 0.48 -0.46 -0.29 -0.199
C 1.61 -0.56 0.38 0.153
H 1.19 0.95 1.41 0.485
H -2.31 1.16 -0.29 0.222
C -0.71 -0.12 -0.57 0.063
H 2.38 -1.32 0.25 0.199
C -1.95 0.27 -0.79 -0.495
O 1.95 0.35 1.33 -0.654
```

Computed properties:
Net charge: 0
Energy relative to the best compared isomer or geometry (same formula, charge and spin): 50.9 kcal/mol
SMILES: C=C=C=CO
E_LUMO: 0.69 eV
HOMO level: -0.3108 Ha

[6]
A structure of composition C30H19ClCrN4O2S3Te in a non-equilibrium geometry, computed with wB97M-V/def2-TZVPD.

The geometry in XYZ format:
```
61
Properties=species:S:1:pos:R:3:nbo_charge:R:1
Cr 0.95 1.04 3.06 0.846
H -4.27 -0.77 -5.76 0.226
H -0.05 -3.20 -6.76 0.253
H -0.34 -2.93 1.78 0.238
H -2.39 2.97 6.04 0.244
C 2.99 -3.28 1.18 -0.198
S -0.25 -2.97 -3.90 1.518
H 3.68 -4.05 0.77 0.227
Cl -5.13 2.46 -4.63 0.013
O 1.01 -3.38 -4.68 -0.958
H -3.50 -1.27 -8.07 0.220
S -0.68 2.47 3.88 -0.122
C -1.28 -2.33 -5.20 -0.301
C -1.85 -2.26 -7.48 -0.199
C -2.39 -1.61 -4.87 -0.217
N 2.84 0.12 2.51 -0.458
C 4.81 -1.69 1.73 -0.076
C 1.15 -1.36 2.05 0.087
H -1.64 -2.55 -8.50 0.211
C -1.40 2.75 6.40 -0.176
C -0.34 2.38 5.58 -0.156
C 4.09 0.43 2.65 0.097
S 2.14 1.18 5.02 -0.153
C -2.32 2.95 8.64 0.264
C 0.21 1.87 9.77 0.269
C -3.14 1.67 -2.98 -0.244
C -3.47 2.14 -4.28 -0.043
C 0.01 2.11 8.35 -0.162
C 2.55 -1.12 2.01 0.138
H 2.01 1.37 7.95 0.235
C -1.19 2.64 7.80 -0.120
H -2.65 -1.41 -3.85 0.231
N -3.16 3.27 9.35 -0.284
C 3.46 -2.04 1.60 -0.104
C 1.70 -3.57 1.25 -0.171
C 1.08 1.80 7.50 -0.105
C -0.94 -2.66 -6.51 -0.180
H 5.56 -2.36 1.33 0.228
H 6.12 -0.11 2.44 0.232
H -2.71 2.62 -6.27 0.235
H 1.30 -4.54 0.89 0.227
H 1.26 2.21 -3.34 0.255
N 0.37 1.56 10.88 -0.289
C -3.29 -1.28 -5.89 -0.182
C 0.70 -2.59 1.62 -0.176
H 0.67 1.30 -2.02 0.240
O 0.19 -1.65 -3.03 -0.971
N 0.36 -0.30 2.45 -0.357
Te 1.56 -0.41 -3.84 0.814
C 0.89 1.87 6.12 -0.191
H 4.35 1.37 3.18 0.228
C -0.79 1.56 -3.57 -0.092
H -1.70 0.91 -1.67 0.214
C -1.14 2.08 -4.83 -0.184
H -0.41 2.14 -5.65 0.219
C -1.84 1.39 -2.65 -0.145
H -3.95 1.45 -2.31 0.227
C 0.57 1.32 -3.12 -0.717
C -2.98 -1.59 -7.21 -0.211
C -2.50 2.35 -5.22 -0.230
C 5.12 -0.45 2.30 -0.262
```

Computed properties:
Net charge: 0
E_LUMO (spin up / spin down): -1.41 / -1.41 eV
HOMO level (spin up / spin down): -0.3025 / -0.3025 Ha

[7]
An isolated molecule of C5H8O2, computed with wB97M-V/def2-TZVPD.

The geometry in XYZ format:
```
15
Properties=species:S:1:pos:R:3:nbo_charge:R:1
H 2.63 -1.26 0.12 0.133
H -0.23 1.80 1.22 0.237
H 0.18 1.51 -0.49 0.239
H -0.28 -1.13 0.55 0.197
H -0.78 -0.33 -1.74 0.221
C 1.31 0.34 0.92 0.491
C -0.87 -0.21 0.40 -0.377
C 1.99 -0.43 -0.23 0.340
C 0.06 1.04 0.49 -0.517
C -1.55 -0.33 -0.96 -0.610
H -2.12 -1.25 -1.05 0.213
H -2.21 0.52 -1.13 0.206
H -1.57 -0.21 1.24 0.223
O 1.67 0.14 2.06 -0.508
O 1.78 -0.19 -1.39 -0.487
```

Computed properties:
Net charge: 0
Energy relative to the best compared isomer or geometry (same formula, charge and spin): 25.4 kcal/mol
SMILES: CCCC(=O)C=O
E_LUMO: -0.30 eV
HOMO level: -0.3575 Ha